(1)
{
  "formula": "C3H3NO2",
  "method": "ωB97M-V/def2-TZVPD",
  "symbols": ["C", "H", "C", "N", "O", "H", "O", "H", "C"],
  "positions_angstrom": [[0.7275, 0.7091, -0.5356], [0.9075, -1.5362, -0.5644], [-1.5034, 0.1195, 0.4163], [-2.6114, 0.4204, 0.5485], [1.5782, 0.2396, -1.2495], [0.5259, 1.7921, -0.4801], [0.1599, -1.5460, 0.0612], [0.2820, 0.0189, 1.4125], [-0.0661, -0.2174, 0.3911]],
  "lumo_ev": 0.10,
  "e_tot_ev": -8743.38441,
  "gap_ev": 11.34,
  "homo_ha": -0.4130,
  "fmax_ev_per_a": 1.13
}



(2)
{
  "formula": "C3H3NO2",
  "method": "ωB97M-V/def2-TZVPD",
  "symbols": ["H", "C", "N", "C", "H", "O", "O", "H", "C"],
  "positions_angstrom": [[0.0059, -0.8088, 0.5900], [-1.4310, 0.0575, 0.1720], [2.1834, -1.0918, 0.5222], [0.9629, 0.6976, -0.6743], [-1.8936, -0.8302, -0.2795], [-0.8784, 0.9205, -0.5491], [1.5984, 1.4055, -1.3104], [-1.6606, 0.2754, 1.2234], [1.1129, -0.6257, 0.3058]],
  "lumo_ev": [-0.57, -0.57],
  "e_tot_ev": -8740.28157,
  "gap_ev": [8.84, 8.85],
  "homo_ha": [-0.3458, -0.3459],
  "fmax_ev_per_a": 1.45
}



(3)
{
  "formula": "C3H3NO2",
  "method": "ωB97M-V/def2-TZVPD",
  "symbols": ["H", "C", "C", "C", "O", "O", "H", "H", "N"],
  "positions_angstrom": [[-0.6265, -1.1224, 0.4780], [0.8468, 0.8710, -0.3266], [-1.2398, -0.2526, 0.2213], [1.5530, -0.4129, -0.1100], [1.4733, 1.8429, -0.6341], [-0.4686, 0.8901, -0.1621], [-1.9014, -0.4975, -0.6102], [-1.8309, 0.0419, 1.0888], [2.1940, -1.3605, 0.0549]],
  "lumo_ev": 0.06,
  "e_tot_ev": -8743.56792,
  "gap_ev": 11.78,
  "homo_ha": -0.4305,
  "fmax_ev_per_a": 1.13
}



(4)
{
  "formula": "C3H3NO2",
  "method": "ωB97M-V/def2-TZVPD",
  "symbols": ["O", "H", "C", "C", "O", "H", "H", "N", "C"],
  "positions_angstrom": [[0.2211, -0.6104, -1.5058], [-0.4843, 1.2523, 1.1737], [0.0789, 1.1508, 0.2245], [0.4291, -0.3127, -0.1593], [0.3803, 2.0861, -0.4620], [1.4995, -0.4602, 0.0246], [-0.7134, -0.4756, -1.7155], [-1.0549, -1.5056, 1.6288], [-0.3563, -1.1247, 0.7909]],
  "lumo_ev": -0.08,
  "e_tot_ev": -8743.12754,
  "gap_ev": 10.67,
  "homo_ha": -0.3952,
  "fmax_ev_per_a": 1.02
}



(5)
{
  "formula": "C3H3NO2",
  "method": "ωB97M-V/def2-TZVPD",
  "symbols": ["C", "O", "N", "C", "H", "H", "O", "C", "H"],
  "positions_angstrom": [[1.3838, 0.2797, -0.2955], [-0.4647, -0.7030, 0.9831], [-3.0820, -0.6195, 0.6604], [-1.9661, -0.3876, 0.4266], [1.7381, -0.5044, -0.9700], [1.9826, 0.2513, 0.6123], [-1.0404, 0.4322, -0.6383], [-0.0331, 0.0124, 0.0204], [1.4817, 1.2390, -0.7990]],
  "lumo_ev": 0.30,
  "e_tot_ev": -8741.88775,
  "gap_ev": 10.25,
  "homo_ha": -0.3658,
  "fmax_ev_per_a": 0.50
}



(6)
{
  "formula": "C3H3NO2",
  "method": "ωB97M-V/def2-TZVPD",
  "symbols": ["O", "H", "H", "C", "C", "O", "C", "N", "H"],
  "positions_angstrom": [[1.7492, -1.4152, 0.9900], [-0.4866, 0.3871, -1.8912], [0.1784, 2.0862, 0.4038], [0.8296, -1.1747, 0.2970], [-0.5293, 0.2908, 0.3716], [-0.5664, 1.6022, 0.7777], [-0.2946, -0.1385, -0.9599], [0.3397, -1.3257, -0.9381], [-1.2200, -0.3122, 0.9492]],
  "lumo_ev": -0.03,
  "e_tot_ev": -8741.88431,
  "gap_ev": 8.80,
  "homo_ha": -0.3245,
  "fmax_ev_per_a": 0.48
}



(7)
{
  "formula": "C3H3NO2",
  "method": "ωB97M-V/def2-TZVPD",
  "symbols": ["N", "C", "H", "O", "H", "C", "H", "C", "O"],
  "positions_angstrom": [[3.1456, 0.6716, 0.0361], [2.0545, 0.3404, 0.0292], [-0.3672, -0.4190, -1.7448], [0.4894, -0.7127, -1.3797], [0.4720, -0.8113, 0.6784], [0.6440, -0.0774, -0.1396], [-0.3821, 1.6205, 0.9127], [-0.5043, 0.9625, 0.0373], [-1.4527, 0.9535, -0.6825]],
  "lumo_ev": 0.14,
  "e_tot_ev": -8743.26025,
  "gap_ev": 11.26,
  "homo_ha": -0.4086,
  "fmax_ev_per_a": 1.63
}



(8)
{
  "formula": "C3H3NO2",
  "method": "ωB97M-V/def2-TZVPD",
  "symbols": ["O", "C", "O", "H", "H", "N", "C", "H", "C"],
  "positions_angstrom": [[-0.4535, -0.5558, -1.8808], [-0.0953, -0.0581, -0.6868], [0.2575, 1.2935, 0.9139], [0.9057, 0.0378, 2.3889], [-0.6746, -1.3235, 0.3215], [-0.2138, 1.2081, -0.3881], [0.5384, 0.0762, 1.3706], [-0.6496, 0.2062, -2.4466], [0.3852, -0.8844, 0.4074]],
  "lumo_ev": 0.48,
  "e_tot_ev": -8740.73876,
  "gap_ev": 10.26,
  "homo_ha": -0.3592,
  "fmax_ev_per_a": 3.40
}



(9)
{
  "formula": "C3H3NO2",
  "method": "ωB97M-V/def2-TZVPD",
  "symbols": ["O", "C", "H", "O", "C", "H", "N", "H", "C"],
  "positions_angstrom": [[-0.8352, 0.7435, -0.6568], [-0.2410, -0.5040, -0.9978], [-1.0276, 1.6531, 1.2736], [1.1880, 1.1162, 0.8092], [-0.4563, 0.8791, 0.5698], [-0.6150, -0.8014, -1.9302], [0.4814, -0.0756, 1.0855], [1.0134, -2.0143, -0.1572], [0.4923, -0.9966, 0.0039]],
  "lumo_ev": 0.92,
  "e_tot_ev": -8739.67100,
  "gap_ev": 10.07,
  "homo_ha": -0.3364,
  "fmax_ev_per_a": 6.68
}



(10)
{
  "formula": "C3H3NO2",
  "method": "ωB97M-V/def2-TZVPD",
  "symbols": ["H", "C", "N", "C", "H", "O", "C", "H", "O"],
  "positions_angstrom": [[2.6422, 0.7363, -0.1135], [-2.8241, 0.7395, -0.4702], [-2.2680, 0.5729, 0.5601], [1.6786, 0.2379, -0.0695], [-0.8860, -0.1374, 0.7082], [0.6073, 0.5578, -0.6820], [-0.0191, -0.5592, 0.0615], [-0.2834, -1.3648, -0.6207], [1.3525, -0.7830, 0.6260]],
  "lumo_ev": -1.43,
  "e_tot_ev": -8739.24618,
  "gap_ev": 7.21,
  "homo_ha": -0.3179,
  "fmax_ev_per_a": 1.28
}



(11)
{
  "formula": "C3H3NO2",
  "method": "ωB97M-V/def2-TZVPD",
  "symbols": ["C", "N", "C", "H", "O", "O", "C", "H", "H"],
  "positions_angstrom": [[-0.9852, -1.9421, 0.1566], [0.9447, 0.5454, 0.4098], [-0.0387, 1.3627, -0.3134], [-0.9254, -3.0062, 0.0096], [1.7690, 0.0166, -0.2969], [0.8740, 0.5006, 1.5916], [-1.1217, -0.8551, -0.3147], [0.0372, 1.3267, -1.4737], [-0.5538, 2.0514, 0.2312]],
  "lumo_ev": [-2.42, -2.65],
  "e_tot_ev": -8734.60715,
  "gap_ev": [8.34, 7.90],
  "homo_ha": [-0.3956, -0.3878],
  "fmax_ev_per_a": 6.31
}



(12)
{
  "formula": "C3H3NO2",
  "method": "ωB97M-V/def2-TZVPD",
  "symbols": ["H", "C", "O", "C", "H", "H", "N", "O", "C"],
  "positions_angstrom": [[0.7939, 0.9201, -1.0759], [0.1944, -2.4706, -1.7387], [-1.0362, 0.4208, -0.1762], [-0.9493, 1.2239, 0.8124], [0.7625, -1.0918, -0.1653], [-1.7454, 1.5832, 1.4518], [0.6057, -2.0547, -0.7133], [0.3096, 1.4277, 0.9240], [0.4590, 0.4249, -0.1598]],
  "lumo_ev": -0.28,
  "e_tot_ev": -8739.31290,
  "gap_ev": 9.41,
  "homo_ha": -0.3561,
  "fmax_ev_per_a": 1.31
}



(13)
{
  "formula": "C3H3NO2",
  "method": "ωB97M-V/def2-TZVPD",
  "symbols": ["N", "O", "H", "H", "O", "C", "C", "C", "H"],
  "positions_angstrom": [[-2.1681, 1.1685, 0.6038], [1.1700, 0.7389, 1.1515], [2.3013, 0.8590, -0.5461], [-1.0532, -1.3055, -1.0045], [0.6301, -0.2050, -0.8305], [1.4147, 0.5137, 0.0000], [-0.5509, -0.7262, -0.2280], [-1.4526, 0.3362, 0.2446], [-0.2914, -1.3796, 0.6091]],
  "lumo_ev": 0.65,
  "e_tot_ev": -8743.87816,
  "gap_ev": 12.00,
  "homo_ha": -0.4171,
  "fmax_ev_per_a": 1.08
}



(14)
{
  "formula": "C3H3NO2",
  "method": "ωB97M-V/def2-TZVPD",
  "symbols": ["O", "H", "C", "C", "H", "N", "O", "H", "C"],
  "positions_angstrom": [[1.0798, 0.0201, 0.2596], [-0.0589, 0.9918, 1.6587], [0.7872, -1.1364, -0.4810], [-0.7299, -1.1722, -0.8432], [0.2968, 1.9042, 0.0671], [-1.4081, -0.2409, -0.4588], [1.6164, -1.9345, -0.7609], [-1.7459, 0.6154, -0.0303], [0.1626, 0.9525, 0.5887]],
  "lumo_ev": [-0.03, -0.02],
  "e_tot_ev": -8739.92164,
  "gap_ev": [8.45, 8.45],
  "homo_ha": [-0.3116, -0.3115],
  "fmax_ev_per_a": 1.00
}



(15)
{
  "formula": "C3H3NO2",
  "method": "ωB97M-V/def2-TZVPD",
  "symbols": ["C", "H", "N", "O", "C", "O", "C", "H", "H"],
  "positions_angstrom": [[1.0321, -0.5790, -0.1069], [0.2641, 0.6059, 1.5026], [1.8952, -0.8391, -0.8400], [-2.0560, -0.5494, -0.4127], [0.0442, 0.4372, 0.4437], [0.0054, 1.6390, -0.1996], [-1.0843, -0.5885, 0.2678], [-0.0606, -1.5949, 0.4977], [-0.0400, 1.4687, -1.1527]],
  "lumo_ev": -0.29,
  "e_tot_ev": -8740.89699,
  "gap_ev": 9.78,
  "homo_ha": -0.3703,
  "fmax_ev_per_a": 3.31
}



(16)
{
  "formula": "C3H3NO2",
  "method": "ωB97M-V/def2-TZVPD",
  "symbols": ["H", "C", "C", "N", "H", "H", "C", "O", "O"],
  "positions_angstrom": [[-2.1030, -0.3444, 0.5871], [1.0133, 0.0800, 1.4163], [0.3225, 0.1496, -1.2977], [-0.1465, -0.0991, 1.2124], [0.2078, 0.1122, -2.4321], [1.8991, 0.1925, 2.0515], [-0.7184, 0.0672, -0.4083], [1.4852, 0.2766, -0.7636], [-1.9600, -0.4346, -0.3656]],
  "lumo_ev": -0.44,
  "e_tot_ev": -8739.63084,
  "gap_ev": 7.16,
  "homo_ha": -0.2791,
  "fmax_ev_per_a": 2.45
}



(17)
{
  "formula": "C3H3NO2",
  "method": "ωB97M-V/def2-TZVPD",
  "symbols": ["C", "H", "O", "H", "O", "N", "C", "H", "C"],
  "positions_angstrom": [[-0.4271, 0.3839, 0.0748], [-1.7810, 1.7488, 0.1566], [-1.7160, 0.8253, -0.1414], [1.4873, -2.1955, 0.0858], [1.3856, 2.0826, -0.0815], [1.2437, -1.2192, -0.1056], [0.6390, 1.1793, -0.0564], [-0.7922, -1.7984, 0.0855], [-0.0393, -1.0070, -0.0179]],
  "lumo_ev": 0.37,
  "e_tot_ev": -8742.25299,
  "gap_ev": 8.81,
  "homo_ha": -0.3100,
  "fmax_ev_per_a": 2.61
}



(18)
{
  "formula": "C3H3NO2",
  "method": "ωB97M-V/def2-TZVPD",
  "symbols": ["C", "H", "H", "C", "O", "H", "C", "O", "N"],
  "positions_angstrom": [[-1.7494, -0.0650, 1.1172], [0.1368, 1.2614, -0.9829], [-2.7160, -0.2587, 1.4160], [-0.8858, 0.1396, 0.3184], [1.8114, -1.2801, -0.2880], [-0.2455, -0.4886, -1.4636], [0.1312, 0.2478, -0.7410], [2.0195, 0.6209, 0.6451], [1.4979, -0.1774, -0.0211]],
  "lumo_ev": [0.76, -3.66],
  "e_tot_ev": -8734.59036,
  "gap_ev": [7.44, 6.77],
  "homo_ha": [-0.2454, -0.3835],
  "spin_multiplicity": 3,
  "fmax_ev_per_a": 9.94
}



(19)
{
  "formula": "C3H3NO2S",
  "method": "ωB97M-V/def2-TZVPD",
  "symbols": ["O", "C", "H", "H", "S", "N", "H", "O", "C", "C"],
  "positions_angstrom": [[-2.7276, -0.6941, -0.0738], [-1.5981, -0.3134, -0.0172], [-0.3216, -2.1539, 0.1053], [2.6644, 0.5960, 0.8190], [2.4314, -0.3397, -0.1176], [0.1102, 1.1272, 0.0104], [0.4281, 1.9120, -0.5854], [-1.2932, 1.0296, -0.0650], [-0.3453, -1.0290, -0.0642], [0.6517, -0.1347, -0.0116]],
  "lumo_ev": 0.41,
  "e_tot_ev": -19578.08124,
  "gap_ev": 9.77,
  "homo_ha": -0.3439,
  "fmax_ev_per_a": 2.94
}



(20)
{
  "formula": "C3H3NO2S",
  "method": "ωB97M-V/def2-TZVPD",
  "symbols": ["H", "O", "C", "C", "O", "H", "N", "C", "S", "H"],
  "positions_angstrom": [[1.2732, 0.4123, -2.1877], [-0.2406, -1.7737, -0.1540], [1.0601, -0.6428, -1.8928], [-0.5915, 1.2543, 1.5861], [0.2156, 1.7513, 0.9445], [1.5440, -1.4122, -2.5856], [-1.2855, 0.8483, 2.4608], [0.3504, -1.1291, -0.9270], [-2.5358, 0.0736, 3.1988], [-3.0820, 1.2213, 3.7416]],
  "lumo_ev": 0.52,
  "e_tot_ev": -19577.67893,
  "gap_ev": 9.72,
  "homo_ha": -0.3380,
  "fmax_ev_per_a": 3.12
}